Run A
The following is a DFT calculation (ωB97M-V/def2-TZVPD) of a 8-piece molecular cluster, C34H92N8O9 overall.

Results
Highest occupied orbital energy, eV: -8.58
Molar mass, g/mol: 757.16
Frontier orbital gap, eV: 8.98
SMILES: COC[C@H](C)N.COC[C@H](C)N.COC[C@H](C)N.COC[C@H](C)N.COC[C@H](C)N.COC[C@H](C)N.COC[C@H](C)N.COCCNCCOC

The geometry in ORCA input format:
```
! RIJCOSX wB97M-V def2-TZVPD def2/J DEFGRID3
* xyz 0 1
C -0.831 -6.083 -2.119
O -0.403 -5.657 -3.365
C 0.685 -4.814 -3.262
C 1.083 -4.346 -4.656
C 1.582 -5.456 -5.559
N 1.920 -3.149 -4.652
H -0.958 -5.241 -1.423
H -0.112 -6.772 -1.650
H -1.778 -6.610 -2.212
H 0.423 -3.914 -2.685
H 1.552 -5.272 -2.755
H 0.119 -4.050 -5.100
H 0.858 -6.273 -5.554
H 2.538 -5.900 -5.229
H 1.808 -5.139 -6.578
H 2.850 -3.328 -4.268
H 1.469 -2.523 -3.957
C -1.294 -1.024 -0.635
O -0.180 -0.225 -0.261
C -0.524 1.030 0.206
C 0.725 1.753 0.578
C 1.496 0.997 1.667
N 0.376 3.141 1.085
H -2.081 -0.957 0.122
H -0.947 -2.050 -0.725
H -1.705 -0.694 -1.598
H -1.074 1.612 -0.554
H -1.252 1.018 1.036
H 1.424 1.846 -0.260
H 0.992 0.978 2.626
H 2.479 1.458 1.779
H 1.686 -0.033 1.332
H 1.301 3.554 1.280
H -0.029 2.919 1.998
C 4.817 -0.556 -0.276
O 4.131 -0.808 -1.470
C 3.491 0.326 -1.998
C 2.451 -0.120 -3.017
C 1.681 1.030 -3.575
N 1.517 -1.115 -2.476
H 5.506 0.304 -0.371
H 5.404 -1.424 0.005
H 4.161 -0.243 0.556
H 3.041 0.908 -1.176
H 4.217 0.994 -2.489
H 2.942 -0.632 -3.853
H 1.044 1.485 -2.811
H 1.085 0.719 -4.437
H 2.305 1.826 -3.999
H 2.089 -1.775 -1.955
H 0.882 -0.679 -1.813
C 3.226 5.036 3.412
O 2.961 4.252 2.267
C 3.974 4.299 1.268
C 3.931 5.530 0.364
C 2.666 5.596 -0.402
N 5.087 5.498 -0.536
H 2.296 5.234 3.940
H 3.626 6.015 3.130
H 3.918 4.487 4.056
H 4.954 4.071 1.721
H 3.818 3.425 0.611
H 3.979 6.384 1.066
H 1.814 5.679 0.278
H 2.477 4.753 -1.061
H 2.599 6.535 -0.964
H 5.964 5.577 -0.033
H 5.027 6.302 -1.155
C -2.730 1.713 5.772
O -1.946 0.631 5.361
C -2.479 -0.593 5.771
C -1.698 -1.675 5.020
C -2.258 -3.075 5.233
N -0.257 -1.629 5.405
H -2.208 2.636 5.531
H -2.965 1.663 6.838
H -3.660 1.724 5.186
H -2.341 -0.685 6.856
H -3.541 -0.646 5.497
H -1.814 -1.365 3.977
H -3.347 -3.056 5.270
H -1.893 -3.520 6.162
H -1.895 -3.707 4.425
H -0.199 -2.070 6.323
H -0.009 -0.651 5.547
C -2.216 7.881 0.744
O -2.534 6.896 -0.199
C -1.467 5.989 -0.380
C -1.895 4.937 -1.375
C -2.995 4.055 -0.778
N -0.689 4.129 -1.738
H -3.050 8.569 0.826
H -1.311 8.417 0.417
H -1.990 7.456 1.735
H -0.544 6.479 -0.723
H -1.245 5.495 0.578
H -2.265 5.353 -2.315
H -2.643 3.510 0.100
H -3.343 3.316 -1.502
H -3.851 4.674 -0.483
H -0.283 3.706 -0.884
H -0.966 3.337 -2.312
C 2.912 -3.238 0.318
O 1.929 -4.255 0.530
C 1.099 -4.248 1.642
C 1.789 -4.286 2.991
C 2.522 -5.592 3.237
N 0.791 -4.126 4.060
H 3.661 -3.196 1.113
H 2.454 -2.257 0.140
H 3.372 -3.557 -0.620
H 0.400 -3.390 1.670
H 0.436 -5.106 1.506
H 2.537 -3.473 2.981
H 1.866 -6.389 3.612
H 3.299 -5.518 4.007
H 2.976 -6.023 2.339
H 0.411 -3.179 4.259
H 1.263 -4.330 4.942
C -1.784 1.146 -3.849
O -2.903 1.590 -3.136
C -4.103 1.135 -3.704
C -4.334 -0.352 -3.664
N -4.481 -0.822 -2.297
C -4.701 -2.261 -2.263
C -4.915 -2.810 -0.886
O -3.673 -2.968 -0.264
C -3.772 -3.598 0.982
H -1.493 0.138 -3.517
H -0.918 1.756 -3.590
H -1.956 1.166 -4.926
H -4.285 1.572 -4.700
H -4.930 1.569 -3.125
H -3.541 -0.899 -4.212
H -5.248 -0.517 -4.246
H -3.614 -0.617 -1.809
H -3.877 -2.837 -2.721
H -5.610 -2.495 -2.829
H -5.394 -3.799 -0.990
H -5.602 -2.220 -0.266
H -2.760 -3.703 1.367
H -4.212 -4.599 0.881
H -4.360 -3.010 1.698
*
```

Run B
The following is a DFT calculation (ωB97M-V/def2-TZVPD) of a 8-piece molecular cluster, C34H92N8O9 overall.

Results
Highest occupied orbital energy, eV: -8.51
Molar mass, g/mol: 757.16
Frontier orbital gap, eV: 9.14
SMILES: COC[C@H](C)N.COC[C@H](C)N.COC[C@H](C)N.COC[C@H](C)N.COC[C@H](C)N.COC[C@H](C)N.COC[C@H](C)N.COCCNCCOC

The geometry in ORCA input format:
```
! RIJCOSX wB97M-V def2-TZVPD def2/J DEFGRID3
* xyz 0 1
C -27.221 -8.240 9.251
O -26.686 -9.107 10.314
C -26.518 -8.536 11.637
C -26.400 -9.661 12.718
C -27.263 -10.898 12.635
N -26.348 -9.112 14.077
H -28.296 -8.101 9.134
H -26.813 -8.598 8.306
H -26.790 -7.249 9.394
H -25.679 -7.842 11.597
H -27.390 -7.929 11.880
H -25.418 -10.085 12.509
H -28.267 -10.670 12.993
H -26.944 -11.733 13.260
H -27.323 -11.194 11.588
H -25.962 -8.179 14.099
H -27.308 -8.931 14.333
C -19.191 -12.517 17.748
O -18.164 -12.858 18.628
C -17.412 -14.045 18.324
C -16.002 -14.140 18.993
C -15.102 -13.011 18.666
N -15.313 -15.278 18.596
H -18.705 -12.370 16.783
H -19.469 -11.519 18.088
H -20.005 -13.241 17.750
H -18.099 -14.851 18.583
H -17.196 -14.046 17.256
H -16.088 -14.370 20.055
H -14.163 -12.940 19.216
H -15.657 -12.076 18.742
H -14.890 -12.921 17.601
H -15.769 -16.151 18.821
H -15.398 -15.225 17.591
C -5.588 -12.540 13.795
O -6.462 -13.674 14.034
C -5.694 -14.912 14.203
C -6.714 -15.991 14.536
C -7.446 -15.742 15.880
N -6.134 -17.295 14.611
H -5.896 -11.692 14.407
H -5.559 -12.377 12.718
H -4.566 -12.740 14.117
H -5.001 -15.108 13.384
H -5.063 -14.661 15.056
H -7.479 -15.931 13.762
H -7.877 -14.741 15.873
H -6.711 -15.753 16.684
H -8.232 -16.454 16.132
H -6.198 -17.696 13.686
H -6.820 -17.891 15.052
C -19.561 -12.609 26.939
O -19.834 -11.646 25.957
C -18.803 -11.127 25.226
C -19.432 -10.078 24.321
C -18.564 -9.034 23.518
N -20.212 -9.207 25.117
H -18.748 -13.256 26.610
H -20.413 -13.283 27.039
H -19.248 -12.281 27.930
H -18.061 -10.796 25.953
H -18.395 -12.005 24.726
H -20.128 -10.597 23.661
H -17.977 -8.404 24.186
H -19.211 -8.445 22.868
H -17.874 -9.488 22.807
H -19.739 -8.570 25.743
H -20.516 -9.875 25.811
C -25.618 -18.066 26.540
O -25.440 -16.815 25.965
C -26.483 -16.483 25.102
C -26.262 -15.228 24.267
C -25.164 -15.317 23.083
N -25.861 -14.104 25.124
H -25.598 -18.701 25.655
H -26.575 -17.904 27.037
H -24.942 -18.345 27.348
H -26.585 -17.313 24.403
H -27.370 -16.287 25.704
H -27.236 -14.950 23.866
H -24.165 -15.477 23.490
H -25.194 -14.360 22.562
H -25.445 -15.996 22.278
H -25.738 -13.313 24.507
H -24.942 -14.239 25.520
C -17.403 -12.302 9.046
O -17.532 -10.873 9.120
C -16.396 -10.065 9.601
C -16.847 -8.590 9.726
C -15.750 -7.562 9.942
N -17.819 -8.471 10.821
H -17.019 -12.543 8.055
H -18.431 -12.623 9.215
H -16.910 -12.805 9.879
H -16.171 -10.503 10.573
H -15.578 -10.247 8.903
H -17.394 -8.342 8.816
H -15.093 -7.879 10.752
H -16.208 -6.578 10.045
H -15.069 -7.516 9.092
H -18.473 -9.241 10.844
H -18.469 -7.705 10.719
C -7.789 -9.029 21.064
O -8.198 -7.813 21.761
C -8.859 -8.152 23.046
C -7.949 -7.829 24.270
C -6.691 -8.743 24.506
N -8.568 -7.807 25.626
H -6.827 -9.487 21.297
H -7.685 -8.785 20.006
H -8.433 -9.901 21.174
H -9.573 -7.329 23.084
H -9.424 -9.083 23.067
H -7.487 -6.847 24.166
H -6.139 -8.624 25.438
H -6.020 -8.429 23.706
H -6.895 -9.795 24.304
H -8.741 -8.773 25.862
H -9.508 -7.466 25.486
C -14.516 -23.952 24.060
O -14.542 -22.991 23.056
C -14.716 -21.645 23.526
C -16.213 -21.323 23.621
N -16.892 -21.298 22.231
C -18.349 -21.419 22.202
C -18.908 -22.673 23.027
O -18.433 -23.970 22.705
C -18.891 -25.089 23.390
H -13.546 -24.216 24.481
H -14.798 -24.860 23.528
H -15.043 -23.724 24.987
H -14.346 -20.924 22.798
H -14.264 -21.555 24.515
H -16.308 -20.373 24.146
H -16.620 -22.110 24.257
H -16.407 -21.925 21.605
H -18.694 -21.551 21.176
H -18.755 -20.486 22.594
H -19.966 -22.433 22.918
H -18.601 -22.424 24.042
H -19.112 -25.873 22.666
H -19.745 -24.978 24.059
H -17.989 -25.495 23.847
*
```

So which one is most stable? That would be run A, about 0.2480 hartree below the next structure.

Run A
The following is a DFT calculation (ωB97M-V/def2-TZVPD) of an isolated ion of composition C4H10O2PS and charge -1.

Results
Highest occupied orbital energy, eV: -2.94
Molar mass, g/mol: 153.16
Frontier orbital gap, eV: 6.76
SMILES: CCP(CC)#S(=O)[O-]

The geometry in ORCA input format:
```
! RIJCOSX wB97M-V def2-TZVPD def2/J DEFGRID3
* xyz -1 1
C 0.947 -2.222 -0.721
C 0.625 -0.860 -0.131
P -0.675 0.058 -1.061
C -0.889 1.651 0.005
C 0.487 2.360 0.113
S -2.190 -1.193 0.163
O -2.257 -0.434 1.453
O -3.482 -1.117 -0.591
H 0.016 -2.644 -1.018
H 1.681 -2.153 -1.463
H 1.530 -2.954 0.029
H 1.417 0.006 -0.165
H 0.190 -0.919 0.878
H -1.642 2.261 -0.547
H -1.464 1.516 0.964
H 1.285 1.643 0.343
H 0.833 2.892 -0.806
H 0.660 3.271 0.834
*
```

Run B
The following is a DFT calculation (ωB97M-V/def2-TZVPD) of an isolated ion of composition C4H10O2PS and charge -1.

Results
Highest occupied orbital energy, eV: -2.70
Molar mass, g/mol: 153.16
Frontier orbital gap, eV: 6.48
SMILES: CCP(CC)OS[O-]

The geometry in ORCA input format:
```
! RIJCOSX wB97M-V def2-TZVPD def2/J DEFGRID3
* xyz -1 1
C 0.764 -2.428 -0.673
C 1.097 -1.040 -0.111
P -0.032 0.013 -1.072
C -0.238 1.271 0.257
C 0.180 2.755 0.218
O -1.578 -0.446 -1.005
S -2.860 -1.232 0.353
O -2.670 -0.147 1.422
H 1.216 -3.259 0.062
H -0.344 -2.602 -0.799
H 1.342 -2.646 -1.508
H 2.093 -0.769 -0.372
H 0.977 -0.858 0.963
H -1.330 1.212 0.495
H 0.258 0.797 1.043
H 1.191 2.797 -0.129
H -0.408 3.390 -0.458
H 0.342 3.193 1.314
*
```

So which one is most stable? That would be run A, about 0.0381 hartree below the next structure.

Run A
The following is a DFT calculation (ωB97M-V/def2-TZVPD) of a single C22H25N3O5S molecule.

Results
Highest occupied orbital energy, eV: -7.62
Molar mass, g/mol: 443.52
Frontier orbital gap, eV: 8.14
SMILES: COc1ccc(NC(=O)CCc2c[nH]c3ccccc23)cc1S(=O)(=O)N1CCOCC1

The geometry in ORCA input format:
```
! RIJCOSX wB97M-V def2-TZVPD def2/J DEFGRID3
* xyz 0 1
C -2.278 -3.398 0.749
O -1.701 -2.484 -0.158
C -1.365 -1.252 0.294
C -1.770 -0.703 1.511
C -1.367 0.563 1.895
C -0.566 1.331 1.056
N -0.021 2.563 1.416
C 0.247 2.995 2.694
O -0.368 2.643 3.671
C 1.432 3.938 2.725
C 2.738 3.107 2.814
C 2.747 1.928 1.894
C 3.087 1.881 0.570
N 2.910 0.618 0.075
C 2.411 -0.175 1.066
C 2.028 -1.511 1.040
C 1.530 -2.048 2.206
C 1.419 -1.284 3.373
C 1.800 0.037 3.406
C 2.303 0.612 2.238
C -0.199 0.804 -0.179
C -0.563 -0.473 -0.536
S 0.216 -1.132 -2.014
O 1.296 -0.234 -2.337
O 0.540 -2.514 -1.858
N -0.885 -1.009 -3.256
C -2.008 -1.917 -3.203
C -2.688 -1.904 -4.573
O -3.094 -0.598 -4.918
C -1.997 0.284 -4.956
C -1.283 0.336 -3.602
H -2.308 -4.349 0.222
H -1.671 -3.499 1.652
H -3.297 -3.102 1.022
H -2.386 -1.275 2.186
H -1.643 0.950 2.862
H 0.589 2.938 0.702
H 1.446 4.557 1.826
H 1.358 4.584 3.600
H 3.581 3.766 2.595
H 2.844 2.746 3.838
H 3.473 2.664 -0.057
H 2.943 0.349 -0.897
H 2.097 -2.090 0.133
H 1.220 -3.082 2.222
H 1.022 -1.746 4.265
H 1.697 0.620 4.308
H 0.436 1.355 -0.854
H -1.620 -2.903 -2.952
H -2.732 -1.602 -2.436
H -3.593 -2.512 -4.565
H -1.988 -2.290 -5.328
H -2.401 1.263 -5.218
H -1.281 -0.040 -5.725
H -0.379 0.941 -3.660
H -1.962 0.754 -2.842
*
```

Run B
The following is a DFT calculation (ωB97M-V/def2-TZVPD) of a single C22H25N3O5S molecule.

Results
Highest occupied orbital energy, eV: -8.54
Molar mass, g/mol: 443.52
Frontier orbital gap, eV: 9.02
SMILES: C[C@@H](NC(=O)C1CCN(S(=O)(=O)c2ccc3c(c2)NC(=O)CO3)CC1)c1ccccc1

The geometry in ORCA input format:
```
! RIJCOSX wB97M-V def2-TZVPD def2/J DEFGRID3
* xyz 0 1
C 4.389 2.386 -1.224
C 2.923 2.000 -1.054
N 2.734 1.282 0.200
C 1.883 0.246 0.307
O 1.339 -0.266 -0.653
C 1.576 -0.194 1.739
C 0.297 0.576 2.112
C -0.385 0.006 3.356
N -0.593 -1.415 3.266
S -2.016 -2.003 2.627
O -3.018 -1.009 2.879
O -2.188 -3.320 3.162
C -1.761 -2.164 0.858
C -1.314 -3.369 0.351
C -0.945 -3.455 -0.980
C -0.983 -2.324 -1.789
C -1.442 -1.107 -1.264
C -1.865 -1.044 0.055
N -1.381 0.033 -2.061
C -0.921 0.017 -3.335
O -0.675 1.024 -3.959
C -0.840 -1.373 -3.950
O -0.538 -2.431 -3.062
C 0.611 -2.168 3.026
C 1.354 -1.710 1.769
C 2.003 3.201 -1.092
C 2.120 4.214 -0.148
C 1.259 5.297 -0.165
C 0.265 5.378 -1.125
C 0.137 4.370 -2.065
C 0.999 3.287 -2.048
H 4.710 3.056 -0.430
H 5.015 1.497 -1.207
H 4.524 2.892 -2.176
H 2.629 1.301 -1.842
H 3.094 1.720 1.033
H 2.387 0.083 2.420
H -0.392 0.510 1.270
H 0.531 1.631 2.274
H 0.228 0.199 4.244
H -1.366 0.460 3.498
H -1.264 -4.223 1.006
H -0.589 -4.379 -1.406
H -2.265 -0.131 0.467
H -1.470 0.935 -1.610
H -0.064 -1.378 -4.719
H -1.810 -1.567 -4.437
H 1.258 -2.054 3.905
H 0.320 -3.216 2.945
H 2.319 -2.217 1.719
H 0.789 -1.981 0.878
H 2.891 4.165 0.609
H 1.364 6.078 0.574
H -0.407 6.223 -1.138
H -0.636 4.420 -2.817
H 0.883 2.504 -2.783
*
```

So which one is most stable? That would be run B, about 0.0402 hartree below the next structure.

Run A
The following is a DFT calculation (ωB97M-V/def2-TZVPD) of a single C5H6ClNO molecule.

Results
Highest occupied orbital energy, eV: -9.41
Molar mass, g/mol: 131.56
Frontier orbital gap, eV: 10.10
SMILES: CC1=C(Cl)C(=O)NC1

The geometry in ORCA input format:
```
! RIJCOSX wB97M-V def2-TZVPD def2/J DEFGRID3
* xyz 0 1
C -1.010 -1.807 0.182
C -0.225 -0.443 -0.019
C 1.127 -0.328 -0.011
Cl 2.223 -1.574 -0.088
C 1.532 1.100 0.074
O 2.653 1.548 0.079
N 0.371 1.887 -0.025
C -0.828 0.996 -0.144
H -1.947 -1.710 0.743
H -0.080 -2.375 0.492
H -1.420 -2.199 -0.761
H 0.413 2.831 0.149
H -1.159 0.934 -1.258
H -1.650 1.138 0.587
*
```

Run B
The following is a DFT calculation (ωB97M-V/def2-TZVPD) of a single C5H6ClNO molecule.

Results
Highest occupied orbital energy, eV: -9.12
Molar mass, g/mol: 131.56
Frontier orbital gap, eV: 9.56
SMILES: O=CN1C=C[C@@H](Cl)C1

The geometry in ORCA input format:
```
! RIJCOSX wB97M-V def2-TZVPD def2/J DEFGRID3
* xyz 0 1
O 0.718 -0.578 2.889
C -0.312 -0.446 2.233
N -0.391 -0.314 0.903
C -1.485 -0.378 -0.046
C -1.103 -0.653 -1.320
C 0.393 -0.438 -1.339
Cl 0.501 1.437 -1.623
C 0.851 -0.493 0.181
H -1.269 -0.267 2.574
H -2.533 -0.254 0.338
H -1.758 -0.521 -2.098
H 1.010 -1.110 -1.938
H 1.458 -1.382 0.521
H 1.489 0.379 0.501
*
```

So which one is most stable? That would be run A, about 0.0232 hartree below the next structure.